{
  "formula": "C3H5NO3",
  "method": "ωB97M-V/def2-TZVPD",
  "smiles": "O=C(O)O.C=C=N",
  "multiplicity": 1,
  "homo_lumo_gap_ev": 9.692,
  "lumo_energy_ev": 0.57,
  "e_homo_ev": -9.12,
  "e_above_lowest_kcal_mol": 43.87,
  "energy_ha": -397.766787,
  "symbols": ["C", "C", "C", "N", "O", "O", "O", "H", "H", "H", "H", "H"],
  "coordinates": [[0.3693, 1.4703, -0.8916], [1.1736, 0.5116, -1.2187], [-0.4353, -1.0880, 1.2872], [-0.5295, 2.2298, -0.6037], [0.4527, -0.9611, 2.0697], [-1.4952, -0.3034, 1.2013], [-0.4885, -2.0800, 0.3706], [1.6656, -0.0803, -0.4711], [1.4201, 0.3131, -2.2453], [-0.3674, 3.2022, -0.3947], [-2.0514, -0.5620, 0.4535], [0.2861, -2.6522, 0.4428]],
  "atomic_forces_ev_per_a": [[-0.5, 0.4, 0.1], [0.7, -0.6, -0.3], [0.3, -0.7, -0.3], [-0.6, 0.0, 0.1], [0.3, 0.3, 0.4], [-0.3, 0.3, 0.1], [-0.4, -0.1, -0.4], [0.1, 0.0, 0.3], [0.0, 0.1, -0.2], [0.3, 0.2, 0.0], [0.1, 0.0, 0.0], [0.0, 0.2, 0.2]],
  "mulliken_charge": [0.564, -0.905, 0.695, -0.440, -0.521, -0.428, -0.467, 0.296, 0.247, 0.274, 0.342, 0.344]
}